(1)
Here is C4H8O3 in the gas phase from the OMol25 dataset. Energies are from the ωB97M-V functional and the def2-TZVPD basis.

Geometry as XYZ:
```
15
Properties=species:S:1:pos:R:3
O -2.38966 0.26540 0.16600
C -1.31936 -0.64628 0.27272
C 0.02157 -0.02020 -0.10049
C 1.27952 -0.35993 0.71634
O 2.43173 -0.65903 -0.02423
C 0.08680 1.33329 -0.63219
O 0.07736 0.21544 -1.51313
H -2.42526 0.53812 -0.76104
H -1.31869 -1.01481 1.30289
H -1.49990 -1.51375 -0.38622
H 1.53045 0.55842 1.26063
H 1.03114 -1.11914 1.47115
H 2.21427 -1.36469 -0.64401
H 1.06525 1.81533 -0.59383
H -0.78522 1.97185 -0.53460
```

**E_tot**: -10418.05014 eV
**Structure (SMILES)**: OCC1(CO)CO1
**Charge**: 0
**Molecular weight**: 104.1 u
**HOMO level**: -10.16 eV

***

(2)
Here is C4H8O3S in the gas phase from the OMol25 dataset. Energies are from the ωB97M-V functional and the def2-TZVPD basis.

Geometry as XYZ:
```
16
Properties=species:S:1:pos:R:3
C -1.01668 -0.76836 -0.17595
C 0.25502 -0.87419 -1.06261
C -1.34771 0.60557 0.29190
C 1.29816 0.93830 0.51363
O 1.65067 -1.65309 1.00518
O -1.90475 0.87917 1.48528
O 1.54335 2.00289 -0.33395
S 1.76145 -0.65458 -0.07772
H -1.75245 -1.29821 -0.88429
H -0.94601 -1.56081 0.53324
H 0.20229 -1.81337 -1.46027
H 0.30310 -0.21575 -1.82956
H -1.63322 1.24404 -0.49839
H 1.34906 1.10605 1.63272
H -1.22342 0.52478 2.12370
H 1.46115 1.53757 -1.26292
```

**E_tot**: -21250.21534 eV
**Charge**: 0
**Molecular weight**: 136.2 u
**HOMO level (alpha / beta)**: -7.60 / -7.73 eV

***

(3)
Here is C4H8O4 as an isolated structure from the OMol25 dataset. Energies are from the ωB97M-V functional and the def2-TZVPD basis.

Geometry as XYZ:
```
16
Properties=species:S:1:pos:R:3
C -0.95023 0.29301 1.42123
C 1.76698 -1.25270 -0.69031
C -0.59154 1.81242 -0.79037
C -0.13338 -0.59236 0.52081
O 1.13994 -0.37555 0.27924
O -1.17987 0.59109 -0.39523
O -1.91272 -0.26991 1.96252
O -0.63329 -1.79432 0.40882
H -1.46786 -1.70749 0.98159
H -0.49094 1.22209 1.78002
H 2.78289 -0.88037 -0.79300
H 1.76636 -2.27640 -0.31581
H 1.23268 -1.19982 -1.64044
H -0.93678 2.64262 -0.16146
H 0.50476 1.77981 -0.74674
H -0.89701 2.00787 -1.82087
```

**E_tot**: -12465.24683 eV
**Charge**: 0
**Molecular weight**: 120.1 u
**HOMO level**: -9.50 eV